{"formula": "C28H42N3OsP2", "method": "ωB97M-V/def2-TZVPD", "species": ["Os", "C", "C", "C", "P", "C", "C", "C", "C", "C", "C", "C", "C", "C", "N", "C", "C", "C", "C", "C", "C", "P", "C", "C", "C", "C", "C", "C", "H", "H", "H", "H", "H", "H", "H", "H", "H", "H", "H", "H", "H", "H", "H", "H", "H", "H", "H", "H", "H", "H", "H", "H", "H", "H", "H", "H", "H", "H", "H", "H", "H", "H", "H", "H", "C", "N", "C", "C", "N", "C", "H", "H", "H", "H", "H", "H"], "xyz": [[1.073, -0.873, -0.303], [-0.646, 2.294, 2.230], [0.506, 2.655, 1.285], [1.370, 3.771, 1.875], [1.469, 1.124, 0.915], [3.173, 1.469, 0.278], [3.023, 2.264, -1.027], [4.225, 2.058, 1.219], [1.559, 0.100, 2.420], [2.323, 0.359, 3.552], [2.331, -0.547, 4.604], [1.609, -1.732, 4.519], [0.830, -2.005, 3.407], [0.785, -1.066, 2.379], [0.058, -1.271, 1.162], [-1.259, -1.773, 1.077], [-2.009, -2.134, 2.194], [-3.267, -2.695, 2.015], [-3.774, -2.877, 0.743], [-3.055, -2.433, -0.373], [-1.807, -1.868, -0.220], [-0.882, -0.941, -1.498], [-1.942, 0.523, -1.875], [-2.180, 1.392, -0.650], [-3.290, 0.147, -2.499], [-0.709, -1.759, -3.150], [-1.039, -3.248, -3.162], [0.660, -1.457, -3.770], [-1.353, 3.122, 2.267], [-0.272, 2.131, 3.241], [-1.192, 1.402, 1.913], [0.110, 2.989, 0.322], [1.828, 3.475, 2.820], [0.717, 4.619, 2.090], [2.140, 4.118, 1.193], [3.530, 0.454, 0.025], [2.712, 3.290, -0.840], [2.294, 1.813, -1.710], [3.983, 2.308, -1.539], [3.942, 3.031, 1.609], [5.149, 2.192, 0.658], [4.446, 1.392, 2.051], [2.896, 1.272, 3.631], [2.910, -0.332, 5.491], [1.656, -2.451, 5.326], [0.301, -2.944, 3.327], [-1.638, -1.972, 3.193], [-3.849, -2.988, 2.878], [-4.746, -3.331, 0.607], [-3.499, -2.525, -1.354], [-1.334, 1.059, -2.618], [-2.818, 0.877, 0.071], [-2.692, 2.308, -0.942], [-1.248, 1.663, -0.163], [-3.946, -0.311, -1.759], [-3.231, -0.500, -3.371], [-3.773, 1.071, -2.819], [-1.446, -1.228, -3.755], [-0.392, -3.813, -2.489], [-0.886, -3.634, -4.170], [-2.073, -3.446, -2.890], [1.392, -2.208, -3.482], [1.038, -0.462, -3.509], [0.567, -1.486, -4.855], [4.818, -4.486, -2.433], [3.625, -3.953, -1.770], [2.689, -4.701, -1.105], [1.759, -3.835, -0.628], [2.128, -2.553, -1.004], [3.265, -2.675, -1.695], [4.519, -5.202, -3.194], [5.453, -4.976, -1.698], [5.363, -3.668, -2.896], [2.759, -5.772, -1.026], [0.869, -4.036, -0.057], [3.826, -1.869, -2.139]], "forces_ev_per_a": [[-0.0482, -0.1465, 0.5599], [-0.0345, -0.0718, -0.0105], [-0.1470, -0.1596, -0.0957], [0.0308, -0.0091, 0.0283], [0.4625, 0.1822, -0.0113], [-0.1126, -0.1260, -0.0895], [-0.0371, -0.0405, -0.0052], [-0.0579, 0.0104, 0.1264], [0.0869, 0.2940, -0.0326], [0.1041, 0.0173, 0.0198], [0.0129, 0.0620, -0.0400], [-0.0229, -0.0255, -0.0314], [0.0095, -0.0066, -0.0295], [-0.1668, -0.3312, 0.1774], [0.2961, 0.2946, -0.2912], [-0.5087, -0.2088, 0.1059], [0.1378, 0.0658, -0.0084], [0.0107, 0.0064, 0.0277], [0.0292, 0.0382, -0.1903], [-0.1968, -0.1380, 0.0168], [0.2137, 0.1723, -0.0772], [-0.3645, -0.2402, -0.2251], [0.2374, 0.1177, 0.0709], [0.1026, -0.0208, -0.0204], [0.0233, -0.0494, -0.0126], [-0.0405, -0.0009, 0.1031], [0.0519, -0.0094, 0.0150], [-0.0369, 0.0401, 0.0199], [0.0001, 0.0069, -0.0157], [0.0083, -0.0153, 0.0138], [0.0086, 0.0507, 0.0884], [0.0606, 0.0060, -0.0003], [0.0261, -0.0147, 0.0059], [-0.0135, -0.0283, -0.0091], [0.0094, 0.0273, -0.0106], [-0.0150, 0.0188, -0.0271], [-0.0266, 0.0384, 0.0210], [0.0299, 0.0229, -0.0089], [0.0119, -0.0131, -0.0137], [-0.0092, 0.0165, 0.0114], [0.0048, -0.0295, -0.0420], [0.0137, 0.0081, 0.0030], [0.0020, 0.0018, 0.0039], [0.0094, 0.0115, 0.0230], [-0.0027, -0.0164, 0.0135], [-0.0142, -0.0060, 0.0135], [0.0081, -0.0107, 0.0191], [0.0085, 0.0028, 0.0191], [-0.0121, 0.0016, -0.0146], [-0.0241, -0.0102, -0.0251], [-0.0625, 0.0569, 0.0489], [0.0047, -0.0089, 0.0107], [-0.0067, 0.0181, -0.0099], [-0.0781, -0.0024, -0.0788], [-0.0184, -0.0039, 0.0143], [-0.0023, -0.0103, -0.0016], [0.0116, 0.0018, -0.0167], [-0.0340, -0.0454, 0.0780], [0.0227, -0.0029, 0.0035], [-0.0048, -0.0119, -0.0019], [-0.0184, -0.0240, 0.0000], [0.0470, -0.0128, 0.0357], [0.0140, 0.0076, -0.0397], [0.0377, 0.0028, -0.0218], [0.1769, -0.0734, -0.0885], [-0.0919, 0.1418, 0.0488], [-0.1612, 0.0151, 0.0905], [0.0701, -0.1045, -0.0100], [-0.0576, 0.2979, -0.1984], [0.0884, -0.0216, -0.0352], [-0.0110, 0.0335, 0.0085], [-0.0202, 0.0229, 0.0028], [-0.0185, -0.0068, 0.0020], [0.0130, -0.0419, -0.0032], [-0.0387, -0.0266, 0.0201], [0.0192, 0.0136, -0.0272]], "mulliken_charge": [1.25, -1.32, 0.19, -1.40, 0.54, 0.76, -1.34, -1.42, 0.48, -0.78, -0.98, -0.89, -0.96, -0.14, 0.52, 0.55, -1.01, -1.04, -1.07, -0.56, -0.10, 0.60, 0.31, -1.28, -1.44, 0.72, -1.49, -1.45, 0.51, 0.40, 0.13, 0.74, 0.30, 0.47, 0.37, 0.18, 0.31, 0.24, 0.49, 0.27, 0.47, 0.40, 0.48, 0.49, 0.50, 0.75, 0.76, 0.49, 0.49, 0.53, 0.65, 0.31, 0.66, -0.28, 0.43, 0.36, 0.45, 0.66, 0.22, 0.48, 0.34, 0.34, 0.32, 0.49, -0.81, 0.06, -0.73, -0.51, 0.24, -0.32, 0.36, 0.36, 0.31, 0.48, 0.61, 0.48], "total_charge": 3, "e_homo_ev": [-17.6, -17.6], "lumo_energy_ev": [-11.1, -11.1]}